[1]
Molecular formula: C7H8NO5
Method: DFT, the ωB97M-V functional and the def2-TZVPD basis

Last column: Mulliken charge in e.
Geometry (Å):
C  0.40221  -1.79839  2.00374  0.744
C  -1.29851  0.69856  -1.55136  0.475
C  1.14472  1.14612  0.25710  -0.417
C  1.05209  0.07335  -0.82461  -1.440
C  0.72878  0.57809  1.62272  -0.693
C  -0.98076  -1.08017  0.25264  -1.383
C  -0.37449  -0.49196  -1.00314  1.792
N  0.12918  -0.74195  1.40971  0.153
O  -1.61416  1.57841  -0.73256  -0.753
O  0.56131  -2.85359  2.48940  -0.421
O  -1.57094  0.59872  -2.75117  -0.801
O  -2.13454  -0.54416  0.74500  -0.442
O  -0.31737  -1.46768  -2.02997  -0.653
H  2.16518  1.53517  0.30897  0.430
H  0.47419  1.96130  -0.01608  0.313
H  1.36092  0.49847  -1.78322  0.310
H  1.72236  -0.76481  -0.60173  0.384
H  1.57929  0.48411  2.30666  0.435
H  -0.03023  1.21417  2.08778  0.211
H  -2.14618  0.42424  0.55501  0.364
H  -0.85307  -1.04802  -2.74489  0.389

Atoms 1-2, force components in eV/Å:
C -1.3183 -1.4934 -1.0764
C 0.9048 -1.1696 0.0485

For the energy above the lowest of the compared OMol25 structures with the same formula, charge and spin, the calculation gives 40.1 kcal per mole. Its LUMO energy (spin up / spin down) is 0.109 / 0.109 Eh. Its charge is -1.

[2]
Molecular formula: C7H8O
Method: DFT, the ωB97M-V functional and the def2-TZVPD basis

Last column: Mulliken charge in e.
Geometry (Å):
C  -1.72371  1.03991  -1.32636  -0.941
C  -0.74005  0.42985  -0.61193  0.801
C  -0.81574  -0.60921  0.28912  -0.476
C  0.39878  -0.90554  0.90268  0.370
C  0.52752  -1.69453  2.16811  -1.027
O  1.50781  -0.09811  0.22765  -0.389
C  0.74660  0.60789  -0.71528  0.390
C  1.34956  1.61335  -1.54666  -0.792
H  -1.52551  1.77616  -2.09533  0.280
H  -2.88559  0.67159  -1.17451  0.166
H  -1.78751  -1.19625  0.25505  0.277
H  -0.43788  -1.70627  2.70065  0.325
H  1.32758  -2.52647  2.21730  0.290
H  0.97829  -0.88962  2.86845  0.284
H  0.61808  1.80259  -2.42472  0.137
H  2.46178  1.68467  -1.73423  0.305

Atoms 1-2, force components in eV/Å:
C -2.0270 -1.7320 0.9615
C 1.1095 1.5455 -2.5688

For the energy above the lowest of the compared OMol25 structures with the same formula, charge and spin, the calculation gives 96.7 kcal per mole. Its LUMO energy is 0.001 Eh. As for the SMILES: C=c1cc(C)oc1=C. Its charge is 0.

[3]
Molecular formula: C7H8O
Method: DFT, the ωB97M-V functional and the def2-TZVPD basis

Last column: Mulliken charge in e.
Geometry (Å):
C  1.49588  2.36456  0.65447  -0.015
C  0.93977  1.34422  0.31539  -0.868
C  0.28173  -0.00647  0.26148  1.328
O  1.10854  -0.86290  1.00837  -0.578
C  -0.99959  0.07953  1.13644  -0.477
C  -2.25143  0.27799  0.75303  -0.763
C  0.11713  -0.36697  -1.19178  -0.411
C  0.52360  -1.54629  -1.68283  -0.861
H  2.22947  3.21850  0.58264  0.364
H  1.90903  -0.86310  0.48462  0.369
H  -0.66650  -0.13738  2.14482  0.320
H  -3.10869  0.18950  1.48317  0.239
H  -2.56149  0.15292  -0.22802  0.344
H  -0.46388  0.28330  -1.79313  0.450
H  0.37884  -1.64041  -2.68838  0.337
H  1.06758  -2.48702  -1.24031  0.223

Atoms 1-2, force components in eV/Å:
C 1.4961 0.9170 -1.2387
C -0.2162 0.3129 0.8399

For the energy above the lowest of the compared OMol25 structures with the same formula, charge and spin, the calculation gives 107.3 kcal per mole. Its LUMO energy is 0.034 Eh. As for the SMILES: C#CC(O)(C=C)C=C. Its charge is 0.

[4]
Molecular formula: C7H8O
Method: DFT, the ωB97M-V functional and the def2-TZVPD basis

Last column: Mulliken charge in e.
Geometry (Å):
C  -2.46623  1.56422  0.29743  0.189
C  1.21666  -0.43421  0.70286  -0.982
C  -0.30019  0.01137  -0.64423  -1.064
C  -0.04558  -1.09043  0.04413  0.756
C  0.86009  0.69273  0.07514  1.102
C  -0.63476  -2.45507  0.04610  -1.121
C  1.50099  2.01628  -0.10052  -1.192
O  -3.45064  1.27867  -0.22746  -0.199
H  2.02469  -0.79530  1.49109  0.268
H  -0.97914  0.45709  -1.50462  0.441
H  -0.55016  -2.92999  0.94384  0.401
H  -0.29192  -3.10544  -0.79144  0.237
H  -1.79475  -2.40859  -0.08684  0.244
H  1.48079  2.56791  0.85818  0.283
H  0.88041  2.66291  -0.75458  0.313
H  2.54975  1.96784  -0.34906  0.323

Atoms 1-2, force components in eV/Å:
C -2.5938 -0.5282 -1.1493
C 0.9440 -0.4222 1.8992

For the energy above the lowest of the compared OMol25 structures with the same formula, charge and spin, the calculation gives 112.6 kcal per mole. Its LUMO energy (spin up / spin down) is 0.021 / 0.021 Eh. Its charge is 0.

[5]
Molecular formula: C7H8O2
Method: DFT, the ωB97M-V functional and the def2-TZVPD basis

Last column: Mulliken charge in e.
Geometry (Å):
C  2.21052  0.35926  -0.35317  -0.906
C  0.54221  0.32720  -0.36603  1.415
C  -0.31249  -0.77026  -1.01157  -0.697
C  -1.48700  -1.22719  -0.45455  -0.567
C  -1.74321  -1.19332  1.01374  0.452
C  -1.04412  0.05288  1.67078  -0.226
C  -0.16526  0.65741  0.99143  -0.586
H  2.53784  -0.03732  0.96793  0.238
H  2.53924  -0.63528  -1.22455  0.248
H  2.55508  1.83331  -0.47944  0.265
H  0.11792  1.82480  -2.19824  0.331
H  -0.03757  -1.19723  -1.93124  0.431
H  -2.10651  -1.77511  -1.15550  0.359
H  -1.56569  0.32661  2.70384  0.277
H  0.38000  1.68836  1.24148  0.144
O  0.15039  1.63480  -0.99496  -0.628
O  -2.57136  -1.86893  1.58005  -0.550

Atoms 1-2, force components in eV/Å:
C -0.8917 -1.0773 1.9037
C -0.7200 1.2871 -0.1972

For the energy above the lowest of the compared OMol25 structures with the same formula, charge and spin, the calculation gives 179.3 kcal per mole. Its LUMO energy is -0.012 Eh. Its charge is 0.

[6]
Molecular formula: C7H8O2
Method: DFT, the ωB97M-V functional and the def2-TZVPD basis

Last column: Löwdin spin population.
Geometry (Å):
C  -1.95140  -0.27244  0.01804  0.031
C  -1.64682  -1.60940  -0.08761  0.379
C  -0.77571  0.54515  0.09561  0.397
C  0.40903  -0.50393  -0.09447  0.499
C  1.75712  -0.15669  -0.02476  0.104
C  -0.18738  -1.81566  0.03606  0.121
C  2.18935  1.31141  0.07462  0.000
O  2.61367  -1.00869  -0.13868  0.262
O  -0.79076  1.88453  -0.10924  0.131
H  -2.95152  0.29475  0.00680  -0.005
H  -2.23814  -2.48494  -0.32197  0.022
H  -0.07939  -2.27078  1.00563  0.037
H  0.14542  -2.53286  -0.56033  0.015
H  1.68224  1.80570  0.76730  0.000
H  2.06847  1.67141  -0.84525  0.001
H  3.20044  1.42297  0.19650  0.000
H  -1.58973  2.28134  -0.47958  0.005

Atoms 1-2, force components in eV/Å:
C -0.4475 2.5027 0.1250
C -0.6405 0.1595 -0.6586

For the energy above the lowest of the compared OMol25 structures with the same formula, charge and spin, the calculation gives 0.0 kcal per mole. Its LUMO energy (spin up / spin down) is 0.020 / -0.064 Eh. Its charge is 0. Its spin multiplicity is 3.

[7]
Molecular formula: C7H8O3RhS4Sb
Method: DFT, the ωB97M-V functional and the def2-TZVPD basis

Last column: Löwdin spin population.
Geometry (Å):
Rh  1.59940  2.22101  0.36408  1.198
S  5.00514  4.00706  2.44081  0.894
Sb  4.26439  4.36502  0.26114  0.077
S  3.71209  2.03518  -0.32370  0.577
S  1.85406  4.37710  0.71556  0.458
O  -0.40972  2.34626  0.71370  0.762
O  -0.58889  2.24932  -0.50273  0.959
C  1.45419  -2.42316  0.49918  0.003
S  0.64676  -0.98782  1.15918  0.007
O  1.55602  0.14393  0.66989  0.059
C  -0.82127  -0.95802  0.18419  0.001
C  -2.02806  -1.08193  0.85748  0.000
C  -3.20524  -1.07157  0.12171  0.001
C  -3.15767  -0.92426  -1.25598  0.000
C  -1.93723  -0.78449  -1.91423  0.003
C  -0.75924  -0.79636  -1.19522  0.000
H  1.47781  -2.35941  -0.58792  0.000
H  0.87776  -3.28831  0.82722  0.000
H  2.45811  -2.45323  0.91646  0.000
H  -2.05016  -1.18265  1.93607  0.000
H  -4.15579  -1.16775  0.62846  0.000
H  -4.07727  -0.91423  -1.82611  0.000
H  -1.90906  -0.66611  -2.98913  0.000
H  0.19388  -0.68558  -1.70011  0.000

Atoms 1-2, force components in eV/Å:
Rh 1.6893 -0.2402 0.1232
S 0.0056 -0.0608 0.0773

Its LUMO energy (spin up / spin down) is -0.150 / -0.229 Eh. Its charge is +1. Its spin multiplicity is 6.

[8]
Molecular formula: C7H8OP
Method: DFT, the ωB97M-V functional and the def2-TZVPD basis

Last column: Mulliken charge in e.
Geometry (Å):
C  -0.12260  0.95556  -2.03825  -0.240
C  -0.70487  1.32783  -0.87250  -0.784
C  0.70795  -0.16472  -2.15032  -0.451
C  1.17587  -0.86235  -1.06724  -0.604
C  -0.48082  0.57808  0.25143  0.353
C  -1.10731  -0.32535  2.23333  -0.415
C  0.61752  -0.39956  0.24390  0.522
O  -1.26991  0.68577  1.24403  -0.293
P  0.08155  -1.64113  1.67274  -0.009
H  -0.28026  1.58306  -2.80148  0.508
H  -1.53724  2.01025  -0.83356  0.434
H  1.22779  -0.44926  -3.05235  0.349
H  1.89943  -1.57894  -1.26233  0.455
H  -0.69181  0.15584  3.05302  0.391
H  -2.16912  -0.80088  2.36306  0.324
H  1.43474  0.32787  0.59916  0.362
H  1.21911  -1.40206  2.41736  0.097

Atoms 1-2, force components in eV/Å:
C 0.5129 -1.2002 2.4706
C -1.0785 0.5311 -0.0828

For the energy above the lowest of the compared OMol25 structures with the same formula, charge and spin, the calculation gives 2.6 kcal per mole. Its LUMO energy is -0.200 Eh. Its charge is +1.

[9]
Molecular formula: C7H8S
Method: DFT, the ωB97M-V functional and the def2-TZVPD basis

Last column: Mulliken charge in e.
Geometry (Å):
C  1.72464  1.13213  0.44695  -0.305
C  0.96045  1.51846  -0.60749  -0.568
C  -0.45017  0.86425  -0.51896  0.234
S  -1.15505  0.05522  -1.95545  -0.209
C  -1.62888  -1.43127  -0.99311  -0.629
C  -0.72190  -1.40487  0.26162  -0.356
C  -0.15953  -0.21464  0.47072  -0.188
C  1.03192  0.18612  1.34825  -0.636
H  2.73999  1.54390  0.56482  0.367
H  1.30304  2.14747  -1.41996  0.385
H  -1.21011  1.58284  -0.12469  0.273
H  -2.71541  -1.45705  -0.75177  0.302
H  -1.45104  -2.34111  -1.60333  0.372
H  -0.64094  -2.28223  0.91729  0.374
H  1.71330  -0.58914  1.71743  0.343
H  0.65969  0.68992  2.24769  0.240

Atoms 1-2, force components in eV/Å:
C -0.1220 1.6521 -2.0499
C -0.0785 -0.9626 0.9289

For the energy above the lowest of the compared OMol25 structures with the same formula, charge and spin, the calculation gives 16.2 kcal per mole. Its LUMO energy is 0.038 Eh. As for the SMILES: C1=C[C@H]2SCC=C2C1. Its charge is 0.

[10]
Molecular formula: C7H8S
Method: DFT, the ωB97M-V functional and the def2-TZVPD basis

Last column: Mulliken charge in e.
Geometry (Å):
C  -1.80470  -1.36893  -0.10948  -0.483
C  -0.45622  -1.53711  -0.11473  -0.449
C  -0.24762  0.88739  -0.30514  -0.287
C  -1.63799  1.23323  -0.35865  -0.978
C  -2.40362  0.03749  -0.07117  -0.375
C  0.37789  -0.36355  -0.15282  0.778
C  2.86338  0.91679  0.05932  -0.983
S  2.05978  -0.72016  -0.19885  -0.050
H  -2.57150  -2.12333  0.14336  0.299
H  -0.05821  -2.52259  -0.07518  0.368
H  0.37743  1.75039  -0.43244  0.326
H  -3.42866  0.08575  -0.26487  0.499
H  -2.31777  0.22511  1.14823  0.274
H  3.70216  0.49585  0.51539  0.390
H  2.38221  1.34460  0.94352  0.372
H  3.16344  1.65909  -0.72650  0.300

Atoms 1-2, force components in eV/Å:
C -0.6818 1.2950 0.9394
C -1.6170 0.4134 -0.0046

For the energy above the lowest of the compared OMol25 structures with the same formula, charge and spin, the calculation gives 93.1 kcal per mole. Its LUMO energy is -0.015 Eh. Its charge is 0.

[11]
Molecular formula: C7H9AsF6N4OPtS5
Method: DFT, the ωB97M-V functional and the def2-TZVPD basis

Last column: Mulliken charge in e.
Geometry (Å):
Pt  -0.57109  -0.57515  -1.73619  1.027
S  -3.52496  -2.75664  0.03306  -0.644
As  -3.38764  -1.92254  -1.92962  0.360
S  -2.75146  0.21235  -1.81396  -0.542
S  -1.39929  -2.42437  -2.79880  -0.448
S  -5.01889  -2.29024  -3.21646  -0.642
C  0.20774  -2.31100  3.66777  -1.086
C  0.97422  -2.33027  2.40180  0.950
N  2.14215  -2.86383  2.22926  -0.940
N  2.39848  -2.62229  0.90569  0.244
C  1.41901  -1.96654  0.25873  0.284
S  1.51613  -1.56720  -1.37886  -0.597
N  0.48605  -1.76893  1.24604  0.648
N  -0.75574  -1.14366  1.27486  -0.858
H  0.77863  -2.83528  4.43164  0.365
H  -0.76237  -2.78430  3.52233  0.257
H  0.01602  -1.28284  3.97208  0.248
H  3.25222  -2.92850  0.48016  0.144
H  -0.66050  -0.23640  0.81773  0.172
H  -1.44902  -1.67708  0.72837  0.053
C  -0.51732  2.81825  -1.97756  -2.153
C  0.38208  2.27240  -0.86433  1.266
O  0.14589  0.98982  -0.48732  -0.754
C  1.85725  2.39861  -1.33381  0.629
F  2.24614  3.68224  -1.57454  -0.305
F  2.73805  1.90276  -0.45106  -0.268
F  2.04006  1.73552  -2.48445  -0.259
C  0.17034  3.15446  0.39070  0.361
F  0.34586  4.48183  0.16020  -0.299
F  -1.07896  3.01763  0.85171  -0.269
F  0.99636  2.84018  1.40704  -0.276
H  -0.42868  2.16242  -2.84163  0.489
H  -0.25448  3.84100  -2.24914  0.402
H  -1.55227  2.77758  -1.64144  0.442

Atoms 1-2, force components in eV/Å:
Pt -0.0656 -0.0083 -0.0917
S 0.0046 -0.0028 0.0246

For the energy above the lowest of the compared OMol25 structures with the same formula, charge and spin, the calculation gives 0.0 kcal per mole. Its LUMO energy is 0.166 Eh. Its charge is -2.

[12]
Molecular formula: C7H9AuN2O4S2
Method: DFT, the ωB97M-V functional and the def2-TZVPD basis

Last column: Mulliken charge in e.
Geometry (Å):
Au  0.61932  -0.26946  -0.61670  0.301
S  -0.04707  -1.85034  -2.31865  -1.092
N  -0.50314  -4.90587  5.31180  -0.671
C  -0.33311  -3.13388  5.31274  0.415
O  -0.32001  -2.72764  6.64864  -0.656
C  -0.00637  -2.54888  4.17768  1.240
C  -0.25085  -2.97775  3.02444  -0.577
C  0.02065  -2.35617  1.47928  -0.113
N  -0.51518  -1.15917  1.68306  -0.381
C  0.31934  -0.40582  3.02387  -0.469
C  -0.31712  -1.30138  4.11327  -0.458
H  0.22710  -5.21258  6.20918  0.242
H  -0.05275  -5.00213  4.09523  0.303
H  -0.20960  -4.14938  2.80513  -0.053
H  0.22192  -2.69913  0.49607  0.327
H  0.00969  0.59978  2.96126  0.289
H  -0.37469  -0.81875  5.18694  0.238
C  0.42266  2.26603  -2.60135  -0.408
S  0.81581  2.66649  -1.11493  1.015
O  1.16610  3.92377  -0.96311  -0.550
O  2.21437  1.59888  -0.72334  -0.861
O  -0.28451  2.28832  -0.14729  -0.675
H  1.31199  2.22226  -3.53250  0.239
H  -0.41935  2.90449  -2.61723  0.241
H  0.38427  0.96362  -2.90820  0.114

Atoms 1-2, force components in eV/Å:
Au 0.1361 -0.9689 -1.0182
S 0.2708 0.6605 1.1498

Its LUMO energy (spin up / spin down) is 0.128 / 0.127 Eh. Its charge is -2.